Entry 1:
Below is a single C5H11NO molecule, with properties calculated with ωB97M-V with the def2-TZVPD basis set.

For the HOMO-LUMO gap, the calculation gives 10.49 eV. For the LUMO energy, the calculation gives 0.031 Ha. The total energy comes out at -8901.5666 eV. The HOMO energy comes out at -9.64 eV. As for the SMILES: CCCNC(C)=O.

Each atom is followed by the atoms it is bonded to, with distances in Å.
Geometry (Å):
1 C 1.074 1.792 0.607  C2 1.531, H8 1.094, H9 1.094, H10 1.096
2 C 1.179 0.474 1.379  C1 1.531, C3 1.538, H11 1.094, H12 1.098
3 C -0.114 -0.358 1.346  C2 1.538, N4 1.455, H13 1.095, H14 1.096
4 N -0.826 -0.346 0.078  C3 1.455, C5 1.360, H15 1.007
5 C -0.386 -1.076 -0.983  N4 1.360, C6 1.518, O7 1.222
6 C -1.287 -1.104 -2.204  C5 1.518, H16 1.093, H17 1.094, H18 1.094
7 O 0.665 -1.697 -0.945  C5 1.222
8 H 1.760 2.548 1.000  C1 1.094
9 H 1.316 1.643 -0.450  C1 1.094
10 H 0.060 2.206 0.652  C1 1.096
11 H 1.998 -0.128 0.972  C2 1.094
12 H 1.422 0.666 2.432  C2 1.098
13 H 0.122 -1.400 1.584  C3 1.095
14 H -0.816 0.007 2.103  C3 1.096
15 H -1.681 0.181 0.001  N4 1.007
16 H -0.729 -0.737 -3.070  C6 1.093
17 H -2.209 -0.524 -2.099  C6 1.094
18 H -1.548 -2.147 -2.403  C6 1.094

=====

Entry 2:
Below is 2 unconnected molecules or ions with the total composition C5H11NO at a distorted geometry, with properties calculated with ωB97M-V with the def2-TZVPD basis set.

For the HOMO-LUMO gap, the calculation gives 8.79 eV. For the LUMO energy, the calculation gives 0.026 Ha. The total energy comes out at -8898.9848 eV. The HOMO energy comes out at -8.08 eV. As for the SMILES: C=CC(=C)NC.O.

Each atom is followed by the atoms it is bonded to, with distances in Å.
Geometry (Å):
1 C 0.028 -1.939 1.069  C2 1.334, H7 1.089, H8 1.084
2 C -0.245 -1.973 -0.236  C1 1.334, C3 1.488, H9 1.066
3 C -0.569 -0.733 -0.991  C2 1.488, C4 1.340, N5 1.386
4 C -1.526 -0.867 -1.920  C3 1.340, H10 1.086, H11 1.078
5 N 0.130 0.399 -0.603  C3 1.386, C6 1.466, H12 1.011
6 C -0.223 1.645 -1.290  N5 1.466, H13 1.081, H14 1.093, H15 1.089
7 H -0.369 -1.107 1.649  C1 1.089
8 H 0.098 -2.851 1.651  C1 1.084
9 H -0.365 -2.910 -0.729  C2 1.066
10 H -2.063 0.021 -2.239  C4 1.086
11 H -1.869 -1.807 -2.320  C4 1.078
12 H 0.134 0.484 0.405  N5 1.011
13 H 0.343 1.682 -2.210  C6 1.081
14 H 0.147 2.459 -0.662  C6 1.093
15 H -1.295 1.820 -1.370  C6 1.089
16 O 2.647 2.050 2.902  H17 0.962, H18 0.964
17 H 2.270 2.481 3.674  O16 0.962
18 H 2.727 1.145 3.222  O16 0.964

=====

Entry 3:
Below is 2 unconnected molecules or ions with the total composition C5H11NO at a distorted geometry, with properties calculated with ωB97M-V with the def2-TZVPD basis set.

For the HOMO-LUMO gap (alpha / beta), the calculation gives 8.19 / 5.81 eV. For the LUMO energy (alpha / beta), the calculation gives -0.020 / -0.050 Ha. The total energy comes out at -8895.9609 eV. The HOMO energy (alpha / beta) comes out at -8.75 / -7.16 eV.

Each atom is followed by the atoms it is bonded to, with distances in Å.
Geometry (Å):
1 C 0.246 0.400 -0.682  C3 1.525, C4 1.538, N5 1.468, H9 1.089
2 C 0.134 0.325 1.915  C4 1.426, O7 1.301, H12 1.091
3 C 0.619 -0.726 -1.641  C1 1.525, H14 1.090, H15 1.090, H16 1.094
4 C -0.316 -0.139 0.644  C1 1.538, C2 1.426, C6 1.361
5 N -0.679 1.327 -1.346  C1 1.468, H10 1.014, H11 1.014
6 C -1.434 -0.914 0.672  C4 1.361, H17 1.081, H18 1.083
7 O 1.145 1.091 2.208  C2 1.301, H8 1.029
8 H 1.847 0.696 1.567  O7 1.029
9 H 1.153 0.960 -0.461  C1 1.089
10 H -1.542 0.866 -1.609  N5 1.014
11 H -0.918 2.110 -0.749  N5 1.014
12 H -0.559 0.209 2.749  C2 1.091
13 H 1.940 -0.680 1.009  no bonds
14 H 1.079 -0.307 -2.536  C3 1.090
15 H 1.319 -1.404 -1.153  C3 1.090
16 H -0.264 -1.291 -1.951  C3 1.094
17 H -1.864 -1.316 -0.236  C6 1.081
18 H -1.905 -1.209 1.601  C6 1.083

=====

Entry 4:
Below is 2 unconnected molecules or ions with the total composition C5H11NO at a distorted geometry, with properties calculated with ωB97M-V with the def2-TZVPD basis set.

For the HOMO-LUMO gap, the calculation gives 9.08 eV. For the LUMO energy, the calculation gives 0.013 Ha. The total energy comes out at -8897.0059 eV. The HOMO energy comes out at -8.72 eV. As for the SMILES: C=C/C=C/CN.O.

Each atom is followed by the atoms it is bonded to, with distances in Å.
Geometry (Å):
1 C -0.875 -2.641 -0.606  C2 1.395, H7 1.055, H8 1.119
2 C -0.843 -1.368 -1.176  C1 1.395, C3 1.443, H9 1.103
3 C -0.704 -0.100 -0.501  C2 1.443, C4 1.382, H10 1.183
4 C 0.516 0.544 -0.421  C3 1.382, C5 1.493, H11 1.132
5 C 0.794 1.874 0.200  C4 1.493, N6 1.446, H12 1.138, H13 1.229
6 N 1.337 2.674 -0.875  C5 1.446, H14 1.010, H15 1.071
7 H -0.262 -3.407 -0.995  C1 1.055
8 H -1.774 -2.737 0.053  C1 1.119
9 H -0.497 -1.381 -2.223  C2 1.103
10 H -1.617 0.356 0.097  C3 1.183
11 H 1.401 -0.158 -0.494  C4 1.132
12 H 1.444 1.585 1.088  C5 1.138
13 H -0.251 2.219 0.747  C5 1.229
14 H 1.908 3.375 -0.424  N6 1.010
15 H 0.510 3.208 -1.297  N6 1.071
16 O -0.295 -1.265 2.700  H17 0.971, H18 0.979
17 H -0.126 -2.051 2.156  O16 0.971
18 H -0.665 -0.728 1.970  O16 0.979

=====

Entry 5:
Below is 2 unconnected molecules or ions with the total composition C5H11NO at a distorted geometry, with properties calculated with ωB97M-V with the def2-TZVPD basis set.

For the HOMO-LUMO gap, the calculation gives 8.79 eV. For the LUMO energy, the calculation gives 0.030 Ha. The total energy comes out at -8899.3291 eV. The HOMO energy comes out at -7.98 eV. As for the SMILES: C/C=C/C=C/N.O.

Each atom is followed by the atoms it is bonded to, with distances in Å.
Geometry (Å):
1 C -1.385 1.472 0.198  C2 1.510, H7 1.092, H8 1.093, H9 1.091
2 C -0.347 0.488 0.683  C1 1.510, C3 1.337, H10 1.088
3 C -0.223 -0.797 0.335  C2 1.337, C4 1.437, H11 1.085
4 C 0.890 -1.602 0.758  C3 1.437, C5 1.341, H12 1.090
5 C 1.138 -2.864 0.378  C4 1.341, N6 1.432, H13 1.091
6 N 2.444 -3.445 0.289  C5 1.432, H14 1.013, H15 1.013
7 H -1.517 2.326 0.866  C1 1.092
8 H -1.039 1.814 -0.781  C1 1.093
9 H -2.401 1.082 0.117  C1 1.091
10 H 0.245 0.880 1.507  C2 1.088
11 H -0.992 -1.329 -0.214  C3 1.085
12 H 1.770 -1.169 1.234  C4 1.090
13 H 0.336 -3.378 -0.152  C5 1.091
14 H 3.080 -2.656 0.254  N6 1.013
15 H 2.735 -3.921 1.135  N6 1.013
16 O -1.311 4.063 -2.166  H17 0.965, H18 0.968
17 H -1.259 4.855 -2.715  O16 0.965
18 H -2.164 4.183 -1.725  O16 0.968

=====

Entry 6:
Below is a single C5H11NO molecule, with properties calculated with ωB97M-V with the def2-TZVPD basis set.

For the HOMO-LUMO gap, the calculation gives 10.39 eV. For the LUMO energy, the calculation gives 0.035 Ha. The total energy comes out at -8900.7674 eV. The HOMO energy comes out at -9.44 eV. As for the SMILES: CC(C)N(C)C=O.

Each atom is followed by the atoms it is bonded to, with distances in Å.
Geometry (Å):
1 C 1.302 0.144 -0.987  C2 1.525, H8 1.095, H9 1.095, H10 1.093
2 C 0.662 0.216 0.395  C1 1.525, C3 1.532, N4 1.487, H11 1.097
3 C 0.580 1.654 0.917  C2 1.532, H12 1.095, H13 1.098, H14 1.095
4 N -0.644 -0.494 0.447  C2 1.487, C5 1.473, C6 1.384
5 C -1.700 -0.252 -0.550  N4 1.473, H15 1.090, H16 1.097, H17 1.100
6 C -0.560 -1.864 0.623  N4 1.384, O7 1.209, H18 1.106
7 O 0.432 -2.545 0.504  C6 1.209
8 H 0.712 0.703 -1.720  C1 1.095
9 H 2.309 0.575 -0.971  C1 1.095
10 H 1.377 -0.902 -1.299  C1 1.093
11 H 1.309 -0.341 1.084  C2 1.097
12 H 0.344 1.690 1.986  C3 1.095
13 H 1.552 2.147 0.781  C3 1.098
14 H -0.165 2.247 0.376  C3 1.095
15 H -2.328 0.612 -0.328  C5 1.090
16 H -1.279 -0.168 -1.560  C5 1.097
17 H -2.358 -1.131 -0.591  C5 1.100
18 H -1.545 -2.290 0.892  C6 1.106